ORCA calculation (the ωB97M-V functional and the def2-TZVPD basis) on 3 unconnected molecules or ions with the total composition C11H11B in a non-equilibrium geometry.

Structure (XYZ):
```
23
Properties=species:S:1:pos:R:3
B 0.35 -0.38 -0.19
C -3.85 -0.03 0.65
C -3.33 -1.26 0.26
C -2.99 1.00 0.81
C -1.97 -1.38 0.10
C -1.65 0.94 0.40
C -1.11 -0.30 0.03
C 3.74 0.85 0.50
C 2.39 1.02 0.36
C 4.02 -0.47 0.13
C 1.77 -0.22 -0.11
C 2.91 -1.19 -0.16
H 0.20 0.89 -3.32
H -4.99 0.04 0.94
H -4.01 -2.04 -0.10
H -3.38 1.97 1.09
H -1.37 -2.41 -0.12
H -0.96 1.83 0.46
H 4.51 1.40 1.00
H 1.92 1.93 0.31
H 5.07 -0.83 0.18
H -0.01 0.75 -2.50
H 2.76 -2.12 -0.71
```

Values from the calculation:
frontier orbital gap = 7.56 eV
DFT total energy = -12257.0799 eV
charge = 0
highest occupied orbital energy = -7.860 eV

In the natural (NBO) picture, each atom carries the following charge in e:
1. B 1.147
2. C -0.188
3. C -0.223
4. C -0.216
5. C -0.135
6. C -0.139
7. C -0.573
8. C -0.272
9. C -0.186
10. C -0.242
11. C -0.709
12. C -0.221
13. H 0.022
14. H 0.231
15. H 0.228
16. H 0.220
17. H 0.215
18. H 0.228
19. H 0.218
20. H 0.196
21. H 0.209
22. H -0.023
23. H 0.213